{"formula": "C18H16ClF3N4O2S", "method": "ωB97M-V with the def2-TZVPD basis set", "total_energy_ev": -60475.3822, "homo_ev": -7.42, "e_lumo_ev": -0.54, "smiles": "O=C(CCC(=O)Nc1ccccc1Cl)NNC(=S)Nc1ccccc1C(F)(F)F", "gap_ev": 6.8820, "multiplicity": 1, "elements": ["O", "C", "N", "N", "C", "S", "N", "C", "C", "C", "C", "C", "C", "C", "F", "F", "F", "H", "H", "H", "H", "H", "H", "H", "C", "H", "H", "C", "C", "O", "N", "C", "C", "C", "C", "C", "C", "Cl", "H", "H", "H", "H", "H", "H", "H"], "positions_angstrom": [[-2.4054, -1.6405, 1.3656], [-2.2508, -2.2465, 0.2291], [-1.2443, -3.0242, -0.0834], [-0.3469, -3.4246, 0.8421], [0.4818, -2.6035, 1.1839], [1.0900, -2.7454, 2.8628], [0.6702, -1.5405, 0.6622], [1.5499, -0.3140, 0.7358], [1.2320, 0.4001, 1.9270], [2.1047, 1.3996, 2.3962], [3.0868, 2.0346, 1.6479], [3.3335, 1.2434, 0.3666], [2.6860, -0.1235, -0.0326], [3.0724, -0.5602, -1.1517], [2.6861, -1.9550, -1.3701], [2.4421, -0.0986, -2.1566], [4.4160, -0.7848, -1.3384], [4.2444, 1.3828, -0.0583], [3.8647, 2.7772, 1.8632], [1.7995, 2.0266, 3.4302], [0.3930, 0.0652, 2.5264], [0.3535, -1.3749, -0.3253], [-0.6704, -3.9353, 1.6553], [-1.3561, -3.4713, -0.8018], [-3.4458, -1.9119, -1.1133], [-3.8203, -3.0280, -1.0825], [-4.2033, -1.6005, -0.4827], [-2.7865, -1.3474, -2.1895], [-1.7388, -0.6357, -1.6861], [-0.4710, -0.9782, -1.9121], [-2.0182, 0.6698, -1.2598], [-1.2092, 1.5190, -0.8229], [0.0911, 1.8632, -1.2425], [0.8311, 2.7014, -0.7642], [0.3932, 3.4979, 0.3530], [-0.7661, 3.5050, 0.9575], [-1.5781, 2.3088, 0.2240], [-3.1580, 2.0007, 1.3665], [-1.1730, 3.9167, 1.7838], [0.9309, 4.4752, 0.8513], [1.8873, 2.9623, -1.0393], [0.2532, 1.3242, -1.8743], [-3.0910, 0.6176, -0.8828], [-3.6241, -1.1013, -2.6990], [-2.5361, -2.2458, -2.8612]]}